A molecular structure, C24H30BF22O12Sn at a distorted geometry, computed with the ωB97M-V functional and the def2-TZVPD basis.

Cartesian coordinates (Å):
Sn -1.9920 -1.0624 0.2372
B -0.1743 1.2473 -0.4119
F -1.1211 1.0495 -1.4367
F -0.8784 1.2036 0.8133
F 0.6517 0.1070 -0.3142
F 0.5127 2.4036 -0.6660
C -2.0728 5.2577 -0.3567
C -2.4382 3.8628 0.0794
O -3.8721 3.8337 0.2448
C -4.4710 2.7547 0.6180
O -3.9835 1.6817 0.8779
C -6.0082 2.9282 0.6185
F -6.4947 2.3072 1.6996
F -6.4002 4.1795 0.5431
F -6.5004 2.2466 -0.4421
H -2.4809 5.4420 -1.3515
H -0.9889 5.3384 -0.4514
H -2.3934 6.0427 0.3232
H -2.0065 3.6696 1.0642
H -2.1019 3.0859 -0.5960
C 2.8854 -2.3127 0.0363
C 2.9557 -3.8174 0.2472
O 4.1952 -4.4146 -0.1607
C 5.0263 -4.8146 0.7799
O 5.0720 -4.4469 1.9158
C 6.0047 -5.9188 0.3217
F 5.8487 -6.9696 1.1217
F 5.8623 -6.2629 -0.9609
F 7.2712 -5.4838 0.4460
H 3.8367 -1.7963 0.1136
H 2.1941 -1.9565 0.8055
H 2.3672 -2.0216 -0.8787
H 2.2263 -4.2791 -0.4217
H 2.7109 -4.1215 1.2636
C -6.6097 -0.9175 -1.7385
C -5.5697 -1.3931 -2.7342
O -5.0226 -0.2684 -3.4384
C -4.2205 0.5823 -2.8733
O -3.6835 0.4270 -1.7996
C -4.0361 1.9052 -3.6354
F -4.5240 1.8623 -4.8648
F -4.6350 2.8507 -2.9160
F -2.7362 2.1902 -3.7384
H -7.5318 -0.5471 -2.1769
H -6.1770 -0.1096 -1.1442
H -6.8523 -1.6650 -0.9812
H -6.0537 -1.9891 -3.5035
H -4.7897 -2.0094 -2.2854
C 2.1269 0.5946 -3.1898
C 0.8093 0.4218 -3.9553
O 0.5384 -0.9608 -4.2226
C 0.0124 -1.8031 -3.3982
O -0.3010 -1.6233 -2.2392
C -0.4577 -3.0810 -4.1541
F 0.2479 -4.1262 -3.7060
F -1.7445 -3.3059 -3.8759
F -0.2919 -2.9603 -5.4545
H 2.0401 1.5308 -2.6380
H 2.9810 0.7156 -3.8495
H 2.2055 -0.2113 -2.4662
H 0.8778 0.9083 -4.9252
H -0.0062 0.8955 -3.4190
C -1.5131 -0.8345 4.9071
C -0.5300 0.1744 4.3663
O 0.8388 -0.2974 4.4926
C 1.2601 -1.2698 3.7191
O 0.6418 -1.7678 2.8135
C 2.6826 -1.7397 4.1141
F 3.1809 -1.0330 5.1160
F 2.6613 -3.0350 4.3994
F 3.4834 -1.5626 3.0526
H -1.3288 -1.1669 5.9290
H -1.6524 -1.6870 4.2515
H -2.4151 -0.2344 5.0827
H -0.4594 1.1263 4.8878
H -0.7667 0.4698 3.3395
C 3.0429 2.2887 3.4816
C 2.4990 2.1079 2.0561
O 3.4481 1.4171 1.2373
C 4.5582 2.0258 0.8685
O 4.7716 3.1972 0.9639
C 5.4261 1.1126 -0.0195
F 5.5067 -0.1211 0.5074
F 4.8497 1.0377 -1.2228
F 6.6550 1.5734 -0.1468
H 2.8334 1.3971 4.0789
H 2.4443 3.0548 3.9772
H 4.1164 2.4438 3.5323
H 2.2181 3.0779 1.6563
H 1.7084 1.3686 2.1599

net charge = +1
gap between HOMO and LUMO = 6.23 eV
ΔE to the lowest compared entry with this formula, charge and spin = 0.0 kcal per mole

A gas-phase ion, C2H7N2OS (charge +1) at a distorted geometry, computed with the ωB97M-V functional and the def2-TZVPD basis.

Cartesian coordinates (Å):
N -2.4707 1.9412 1.1761
S -0.9508 2.0686 0.6317
C -0.4164 0.2650 0.2887
O -1.0795 -0.7819 0.4296
C 0.9030 0.0863 -0.4591
N 1.1318 -1.3953 -0.5114
H -3.2258 1.8784 0.4751
H -2.5610 1.5300 2.0583
H 1.8888 0.6181 -0.1323
H 0.8887 0.5122 -1.4639
H 0.1254 -1.5991 0.0244
H 2.1168 -1.5393 -0.2038
H 1.0748 -1.6672 -1.4599

net charge = +1
gap between HOMO and LUMO = 9.87 eV
structure (SMILES) = NSC(=O)C[NH3+]
ΔE to the lowest compared entry with this formula, charge and spin = 25.6 kcal per mole

8 unconnected molecules or ions with the total composition C33H49BCl2F7N2O28P2 at a distorted geometry, computed with the ωB97M-V functional and the def2-TZVPD basis.

Cartesian coordinates (Å):
C 3.7248 -0.6255 2.8676
C 2.8611 -0.4177 4.1155
C 1.4963 0.1730 3.7519
Cl 0.8845 1.0423 5.2241
B 0.3699 -0.9269 3.2985
P -1.4092 0.0412 3.1164
N -2.3069 -0.5308 1.9390
O -1.1151 1.6004 2.7281
O -2.2313 0.0900 4.5154
O 0.2805 -2.1202 4.1476
C 0.8139 -3.1889 3.4781
N 2.2066 -3.4263 3.7321
Cl -0.0413 -4.6554 4.1747
C 0.5195 -2.8542 1.9468
O 1.5600 -3.2130 1.0506
C 1.7654 -4.6046 0.8492
C 3.0335 -4.7601 0.0014
C 2.6297 -4.5190 -1.4708
C 4.1530 -3.8446 0.4888
C 5.4290 -3.8344 -0.3942
C 6.6854 -4.0128 0.4648
C 5.5137 -2.5056 -1.1633
P -1.2174 -3.4053 1.4255
O -1.0681 -5.0393 1.2704
O -1.1001 -2.9609 -0.1691
O 0.5847 -1.4762 1.9537
H 4.0981 0.3418 2.5289
H 4.5984 -1.2408 3.0857
H 3.1460 -1.0396 2.0403
H 3.3720 0.3161 4.7460
H 2.7582 -1.3152 4.7204
H 1.6776 0.9298 2.9905
H -3.2084 -0.8442 2.2858
H -0.6768 1.5414 1.8683
H -3.0835 -0.3304 4.3924
H 2.7892 -2.9247 3.0730
H 2.4276 -4.4071 3.7477
H 0.9303 -4.9915 0.2641
H 1.8435 -5.1583 1.7849
H 3.3237 -5.8119 0.0796
H 3.4693 -4.2864 -2.1183
H 2.1267 -5.4196 -1.8319
H 1.8866 -3.7187 -1.4995
H 4.4679 -4.2244 1.4670
H 3.7963 -2.8274 0.6282
H 5.3562 -4.6273 -1.1424
H 6.8363 -5.0652 0.7016
H 7.5572 -3.6198 -0.0585
H 6.5819 -3.4399 1.3863
H 6.5024 -2.3707 -1.6045
H 5.3549 -1.6701 -0.4767
H 4.7576 -2.4368 -1.9438
H -1.8415 -5.4441 1.6788
H -1.6935 -3.5517 -0.6388
C 1.8412 3.7965 -0.6790
C 1.7436 3.2142 0.7112
O 2.3747 1.9581 0.5502
C 3.2850 2.0748 -0.4589
O 4.1521 1.3018 -0.6839
O 3.0534 3.2074 -1.1694
F 0.4435 3.0527 1.0550
H 0.9983 3.4699 -1.2837
H 1.9026 4.8800 -0.7023
H 2.2546 3.7739 1.4963
C -4.9390 -8.6765 2.8695
C -3.8385 -8.3478 3.8573
O -3.1553 -7.2982 3.2031
C -4.0450 -6.6613 2.3923
O -3.8671 -5.5996 1.8996
O -5.1630 -7.4116 2.2420
F -2.9942 -9.3888 4.0485
H -4.5935 -9.3971 2.1272
H -5.8503 -9.0393 3.3362
H -4.1877 -7.9944 4.8288
C -3.6422 4.0438 -2.8039
C -2.7074 2.8518 -2.8407
O -1.4594 3.4450 -2.4908
C -1.7237 4.5336 -1.7272
O -0.9147 5.1058 -1.0670
O -3.0216 4.8697 -1.8076
F -2.6106 2.3123 -4.0752
H -3.6508 4.5718 -3.7578
H -4.6592 3.7942 -2.5164
H -2.9392 2.0638 -2.1235
C -2.1256 8.3625 -0.7666
C -2.2845 9.5658 -1.6692
O -3.0573 9.0475 -2.7320
C -3.8001 8.0086 -2.2354
O -4.7142 7.5113 -2.7987
O -3.3344 7.6447 -1.0253
F -1.0932 10.0030 -2.1582
H -1.2714 7.7502 -1.0604
H -2.0452 8.6116 0.2873
H -2.8093 10.4100 -1.2195
C -6.2298 1.0323 1.1877
C -5.6643 -0.2709 0.6717
O -6.1049 -0.2736 -0.6830
C -6.2411 1.0200 -1.0710
O -6.3435 1.3852 -2.1958
O -6.2307 1.8407 0.0038
F -6.1877 -1.3442 1.3132
H -7.2536 0.9058 1.5436
H -5.6214 1.4866 1.9644
H -4.5722 -0.3215 0.7003
C -0.7005 -3.2926 -3.1622
C -0.0727 -4.6399 -3.4330
O 0.0632 -4.6370 -4.8456
C 0.1781 -3.3379 -5.2461
O 0.5448 -2.9970 -6.3201
O -0.1763 -2.5059 -4.2440
F -0.8782 -5.6702 -3.0671
H -1.7887 -3.3382 -3.2461
H -0.4248 -2.8783 -2.1969
H 0.9075 -4.7815 -2.9779
C 2.0988 8.6005 -4.2639
C 1.8164 9.6222 -3.1835
O 2.9730 10.4383 -3.2315
C 3.4701 10.3814 -4.5005
O 4.2730 11.1260 -4.9461
O 2.9013 9.3547 -5.1782
F 1.7190 9.0567 -1.9559
H 2.6781 7.7638 -3.8715
H 1.2041 8.2271 -4.7535
H 0.9352 10.2368 -3.3618

net charge = -1
gap between HOMO and LUMO = 6.47 eV

A molecular structure, C23H32N5O2SSeTi, computed with the ωB97M-V functional and the def2-TZVPD basis.

Cartesian coordinates (Å):
Ti 0.1698 -0.2013 -0.2830
C -0.2581 1.8201 2.1259
C -0.5446 0.3994 2.6191
N -1.1028 -0.4530 1.5572
C -2.5266 -0.3285 1.2414
C -2.7844 0.8877 0.3623
N -1.7801 1.0148 -0.7135
C -1.4189 2.4129 -1.0051
C -0.2598 2.9214 -0.1042
N 0.3073 1.8687 0.7599
H 0.4096 2.3242 2.8322
H -1.1844 2.3976 2.1170
H -1.2303 0.4623 3.4756
H 0.3766 -0.0854 2.9456
H -0.8963 -1.4152 1.8071
H -3.1424 -0.2671 2.1504
H -2.8038 -1.2411 0.7052
H -2.7392 1.7988 0.9602
H -3.7963 0.8438 -0.0546
H -2.1180 0.5691 -1.5572
H -2.2959 3.0568 -0.8775
H -1.1087 2.4527 -2.0498
H -0.5991 3.7605 0.5127
H 0.5443 3.2697 -0.7529
H 1.3129 1.9809 0.8157
Se 1.4401 0.8807 -2.2664
C 0.4514 0.5307 -3.8612
C 0.9474 0.9665 -5.0871
C 0.2221 0.7281 -6.2407
N -0.9458 0.0896 -6.2787
C -1.4053 -0.3419 -5.1090
C -0.7634 -0.1492 -3.8974
H 1.8899 1.4920 -5.1520
H 0.6100 1.0737 -7.1924
H -2.3431 -0.8874 -5.1289
H -1.1919 -0.5828 -2.9987
C 1.1018 -4.4645 1.0140
S 1.3062 -2.6786 1.4012
O 1.5857 -0.9333 0.7557
C 2.9746 -2.8045 1.9602
C 3.2660 -2.7827 3.3128
C 4.5814 -2.9045 3.7400
C 5.6016 -3.0429 2.8140
C 5.3073 -3.0580 1.4563
C 3.9980 -2.9384 1.0275
H 1.2054 -5.0168 1.9449
H 1.8464 -4.7683 0.2853
H 0.1057 -4.5701 0.5966
H 2.4636 -2.6735 4.0316
H 4.8025 -2.8899 4.7987
H 6.6261 -3.1384 3.1474
H 6.1021 -3.1611 0.7298
H 3.7620 -2.9439 -0.0283
O -0.4872 -1.8478 -1.0791
N 0.0709 -2.8007 -1.8622
C -0.8130 -3.7065 -2.4145
C -0.3344 -4.6670 -3.2560
C 1.0379 -4.7518 -3.5667
C 1.8948 -3.8019 -2.9583
C 1.4175 -2.8435 -2.1194
H -1.8418 -3.5815 -2.1218
H -1.0477 -5.3646 -3.6751
H 1.4188 -5.5005 -4.2407
H 2.9598 -3.8084 -3.1498
H 2.0114 -2.0838 -1.6370

net charge = 0
multiplicity = 4
gap between HOMO and LUMO (alpha / beta) = 4.38 / 7.29 eV
ΔE to the lowest compared entry with this formula, charge and spin = 0.0 kcal per mole

A molecular structure, C33H23BrIrN4O5PS at a distorted geometry, computed with the ωB97M-V functional and the def2-TZVPD basis.

Cartesian coordinates (Å):
Ir 0.1231 0.2295 -0.2112
O 3.5447 2.0608 -0.8733
S 2.1662 1.8522 -1.1103
O 1.7977 0.4361 -1.5228
O 1.2298 2.0992 0.0451
C 1.5792 2.8090 -2.4495
C 2.3306 3.8835 -2.8888
C 1.8849 4.5937 -3.9955
C 0.7311 4.2015 -4.6569
C -0.0111 3.1116 -4.2151
C 0.3867 2.4144 -3.0827
P -0.6311 1.0174 -2.5191
C -0.4543 -0.2679 -3.7485
C -1.4768 -1.1885 -4.0007
C -1.2736 -2.2027 -4.9212
C -0.0564 -2.3096 -5.5844
C 0.9560 -1.3887 -5.3441
C 0.7633 -0.3698 -4.4273
C -2.3261 1.5622 -2.2979
C -3.2743 0.6402 -1.8310
C -4.5896 1.0335 -1.6554
C -4.9675 2.3472 -1.9146
C -4.0216 3.2750 -2.3254
C -2.7010 2.8941 -2.5048
H 3.2567 4.1346 -2.3846
H 2.4536 5.4417 -4.3557
H 0.4019 4.7479 -5.5322
H -0.8883 2.7988 -4.7684
H -2.4342 -1.0998 -3.5083
H -2.0731 -2.9030 -5.1331
H 0.0974 -3.1037 -6.3047
H 1.8957 -1.4600 -5.8782
H 1.5543 0.3481 -4.2493
H -2.9806 -0.3734 -1.5830
H -5.3215 0.3164 -1.3020
H -5.9977 2.6522 -1.7734
H -4.3102 4.3034 -2.5029
H -1.9743 3.6407 -2.7895
Br 3.8177 -6.0352 6.2374
C 3.2589 -6.3168 4.4809
C 4.0654 -7.0480 3.6168
C 3.6521 -7.2525 2.3168
C 2.4504 -6.6920 1.8809
C 1.6254 -5.9816 2.7634
C 2.0311 -5.7979 4.0666
N 2.0871 -6.9313 0.5543
N 1.1998 -6.4139 -0.0839
C 0.6885 -5.1751 -0.2256
C -0.5884 -5.0933 -0.8374
C -1.2326 -3.9046 -1.0363
C -0.6094 -2.6935 -0.6645
O -1.1089 -1.5534 -0.8801
C 0.6925 -2.7640 -0.0228
N 1.2166 -1.5800 0.3477
C 2.4431 -1.5151 0.8424
C 3.2325 -2.6604 0.9590
C 2.7086 -3.8782 0.6067
C 1.3796 -3.9620 0.1460
H 4.9999 -7.4654 3.9697
H 4.2467 -7.8366 1.6246
H 0.6629 -5.6084 2.4288
H 1.4039 -5.2663 4.7707
H -1.0633 -6.0265 -1.1187
H -2.2177 -3.8653 -1.4844
H 2.8129 -0.5422 1.1497
H 4.2486 -2.5703 1.3171
H 3.3295 -4.7629 0.6575
O -1.7003 -0.5871 1.7674
N -1.1036 0.1799 1.1817

net charge = +2
multiplicity = 5
gap between HOMO and LUMO (alpha / beta) = 6.27 / 5.62 eV
ΔE to the lowest compared entry with this formula, charge and spin = 0.0 kcal per mole

A molecular structure, C41H35AsBF4GeNO9STb at a distorted geometry, computed with the ωB97M-V functional and the def2-TZVPD basis.

Cartesian coordinates (Å):
Tb 0.0957 0.6670 1.2573
C 4.7545 -4.4050 2.5371
O 5.5743 -3.3522 2.2007
C 5.0295 -2.1595 1.8993
C 5.8786 -1.1243 1.4609
C 5.3110 0.0939 1.0831
C 3.9185 0.2988 1.0713
C 3.3232 1.5083 0.4785
C 4.1265 2.2720 -0.6111
O 2.1952 1.8796 0.7835
C 3.0787 -0.7500 1.4745
O 1.8035 -0.6993 1.3334
C 3.6591 -1.9415 1.9530
H 5.4038 -5.2441 2.6939
H 4.1316 -4.6206 1.6868
H 4.1403 -4.1948 3.4040
H 6.8968 -1.4021 1.3688
H 5.9540 0.8452 0.6727
H 3.5676 2.1398 -1.5556
H 5.1082 1.8986 -0.7967
H 4.0769 3.3261 -0.3047
H 2.9465 -2.6613 2.3340
O -4.0690 0.3882 -0.0965
As -2.8643 1.1282 0.9692
O -1.6002 1.7001 0.1311
O -2.1125 -0.1224 1.8135
C -3.9599 2.2742 2.0200
C -5.3411 1.9453 2.1262
C -6.1632 2.8093 2.8440
C -5.6419 3.9253 3.4776
C -4.3087 4.2617 3.3300
C -3.4487 3.4927 2.5114
S -0.9656 3.4600 3.6020
O -2.1635 3.9018 2.3458
O -0.1903 2.5487 2.7483
O -0.3671 4.7551 3.8697
H -3.6269 -0.2785 -0.6388
H -5.7227 1.0752 1.6398
H -7.2187 2.5374 2.9535
H -6.3512 4.4347 4.0947
H -3.9572 5.1692 3.7299
F 0.8374 -3.3466 3.0358
B 0.3239 -2.4449 4.0150
F 1.2417 -2.2808 5.0626
F -0.7743 -3.0609 4.7043
F -0.0547 -1.2393 3.3916
C -2.8903 -1.5099 -3.8256
C -3.0183 -0.2518 -3.2479
C -1.9155 0.4067 -2.7327
C -0.6320 -0.1314 -2.7551
C -0.4775 -1.4163 -3.3663
C -1.6006 -2.0415 -3.9537
Ge 0.7683 0.7076 -1.6424
C 2.3686 -0.2428 -2.3947
C 2.8037 -1.4034 -1.7351
C 4.0394 -1.9692 -2.0783
C 4.7968 -1.4636 -3.1274
C 4.3528 -0.3463 -3.8375
C 3.1335 0.1905 -3.5165
C 0.8557 2.5571 -2.5016
C 0.9391 3.6452 -1.6222
C 0.8964 4.9574 -2.0673
C 0.7047 5.2680 -3.3934
C 0.7171 4.1949 -4.2880
C 0.8091 2.8954 -3.8705
H -3.8033 -2.0295 -4.1566
H -3.9663 0.1772 -3.1762
H -2.1390 1.3369 -2.2053
H 0.5764 -1.7455 -3.4426
H -1.5146 -3.0091 -4.4368
H 2.2602 -1.8843 -0.9327
H 4.4358 -2.8354 -1.5507
H 5.7766 -1.8809 -3.3541
H 4.9484 0.0591 -4.6532
H 2.7347 1.0536 -4.0770
H 0.8703 3.4732 -0.5383
H 0.9502 5.7363 -1.3476
H 0.6326 6.2924 -3.7279
H 0.7020 4.3909 -5.3470
H 0.7122 2.0779 -4.5850
C -0.9384 -3.0026 0.4012
C -2.3081 -2.8836 0.7067
C -3.2456 -2.7316 -0.3480
C -4.5806 -2.8644 -0.0743
C -4.9929 -3.0270 1.2827
C -4.0683 -3.1220 2.3287
C -2.7391 -3.0218 2.0592
C -6.4303 -3.1827 1.3934
N -7.5387 -3.1229 1.0831
H -0.5969 -3.0091 -0.6435
H -0.2151 -3.0910 1.2577
H -2.8837 -2.4963 -1.3526
H -5.2734 -2.7619 -0.8573
H -4.4604 -3.3869 3.2709
H -2.0307 -2.9635 2.8740

net charge = -2
multiplicity = 8
gap between HOMO and LUMO (alpha / beta) = 6.78 / 6.05 eV
ΔE to the lowest compared entry with this formula, charge and spin = 79.4 kcal per mole